# 1
Entry from the OMol25 dataset: a structure of composition C2H5N3S2 in a non-equilibrium geometry (ωB97M-V with the def2-TZVPD basis set).

Spin multiplicity: 1
Total charge: 0
Relative energy (zero: lowest compared OMol25 entry of this formula, charge and spin): 4.497 eV
HOMO-LUMO gap: 8.4 eV

CARTESIAN COORDINATES (ANGSTROEM)
H: -2.273 0.854 -0.592
N: -0.224 1.203 0.132
N: -1.889 -0.077 -0.743
S: 1.538 1.277 0.524
H: 0.194 -0.979 1.486
H: -2.747 -0.632 -0.314
H: -0.208 1.024 -1.148
N: -0.699 -1.111 1.108
S: 3.744 -0.331 -0.143
C: -0.790 -0.157 0.190
H: 1.168 -0.834 -0.469
C: 2.185 -0.238 -0.031

Mulliken atomic charge list, values in e, 4 entries: atom 1 (H): 0.3076, atom 2 (N): -0.4474, atom 3 (N): -0.6407, atom 4 (S): 0.1236

---

# 2
Entry from the OMol25 dataset: a structure of composition C26H42BrN3NiOP2 in a non-equilibrium geometry (ωB97M-V with the def2-TZVPD basis set).

Spin multiplicity: 3
Total charge: +2
⟨S²⟩: 2.0133
HOMO-LUMO gap (alpha / beta): 7.5 / 4.7 eV

CARTESIAN COORDINATES (ANGSTROEM)
H: 2.633 0.602 6.112
C: -3.455 1.762 1.287
H: -0.495 1.128 2.862
C: 4.211 -0.003 1.883
C: -3.780 -2.843 0.508
C: -1.585 2.047 -0.232
H: -2.347 -1.212 0.435
H: 0.079 6.848 -2.712
C: -0.104 5.942 -3.298
Br: -3.249 0.141 3.575
H: 1.119 -4.312 -1.389
H: -3.677 2.383 -0.757
N: -0.494 0.111 5.875
H: 0.373 1.978 0.702
C: -0.487 3.682 -4.819
H: 3.795 -1.659 -0.412
C: 2.855 -1.224 -0.778
O: 1.030 0.608 4.207
H: -3.833 -3.909 0.260
H: 1.443 0.336 7.307
H: -1.624 -2.811 0.705
H: -1.905 -0.014 -4.185
H: -0.565 2.825 -5.475
C: 0.766 0.336 5.383
P: -2.125 -2.486 -1.666
H: -4.516 1.824 1.517
H: 2.331 -1.996 -1.368
H: -3.623 0.043 -3.746
H: -0.580 -0.419 6.732
H: -1.543 -0.342 -1.564
H: 3.009 -4.054 2.352
H: 2.233 0.542 2.573
C: -2.467 -0.743 -2.121
C: -2.411 -2.274 0.160
H: 0.139 -2.067 -0.835
H: 0.928 -2.843 1.625
C: -0.622 2.314 -2.720
H: 1.885 -1.913 2.792
N: -0.334 6.065 -4.607
H: -1.254 0.065 5.204
C: -0.696 1.847 0.851
H: -0.693 5.112 -6.427
C: 1.888 -2.314 1.763
H: 4.282 -0.845 2.583
C: -1.188 1.413 2.077
H: 2.719 1.335 1.057
H: 0.114 -2.277 -2.614
C: -0.093 4.694 -2.659
C: -2.979 2.101 0.030
C: -0.378 3.545 -3.420
C: -0.281 -2.667 -1.662
C: 3.044 -3.294 1.559
H: 2.296 0.714 -1.631
P: 1.761 -0.836 0.657
H: -0.276 -4.712 -2.392
H: 4.027 -2.809 1.615
C: 3.130 -0.004 -1.658
H: 4.054 0.511 -1.359
C: 0.042 -4.150 -1.504
Ni: -0.764 0.549 -2.751
C: -2.569 1.223 2.235
H: -3.980 -2.736 1.578
C: -0.518 4.977 -5.356
H: -0.460 -4.605 -0.639
H: -3.334 -0.373 -1.552
C: -1.082 1.885 -1.557
H: -2.870 -1.523 -4.131
N: 1.745 0.189 6.354
C: -2.709 -0.551 -3.622
H: 2.965 -3.822 0.599
H: 0.130 4.640 -1.594
C: 2.764 0.385 1.613
H: 3.253 -0.322 -2.701
H: -4.584 -2.332 -0.034
H: 4.722 0.849 2.349
H: 4.761 -0.252 0.968

Mulliken atomic charge list, values in e, 4 entries: atom 1 (H): 0.2628, atom 2 (C): -0.4923, atom 3 (H): 0.3434, atom 4 (C): -1.4990

---

# 3
Entry from the OMol25 dataset: an isolated molecule of CH4BF in a non-equilibrium geometry (ωB97M-V with the def2-TZVPD basis set).

Spin multiplicity: 1
Total charge: 0
Relative energy (zero: lowest compared OMol25 entry of this formula, charge and spin): 0.570 eV
HOMO-LUMO gap: 11.0 eV

CARTESIAN COORDINATES (ANGSTROEM)
H: -0.465 -1.037 -0.754
H: 1.093 1.460 -0.021
C: -0.574 -0.249 -0.092
F: -1.116 0.761 -0.865
H: -1.336 -0.491 0.772
H: 1.479 -0.651 0.690
B: 0.919 0.206 0.271

Mulliken atomic charge list, values in e, 4 entries: atom 1 (H): 0.1986, atom 2 (H): -0.0239, atom 3 (C): -0.1922, atom 4 (F): -0.2848

---

Question: Number 1 is which compound?
Answer: C2H5N3S2

---

Copy entry 1 word for word.
Entry from the OMol25 dataset: a structure of composition C2H5N3S2 in a non-equilibrium geometry (ωB97M-V with the def2-TZVPD basis set).

Spin multiplicity: 1
Total charge: 0
Relative energy (zero: lowest compared OMol25 entry of this formula, charge and spin): 4.497 eV
HOMO-LUMO gap: 8.4 eV

CARTESIAN COORDINATES (ANGSTROEM)
H: -2.273 0.854 -0.592
N: -0.224 1.203 0.132
N: -1.889 -0.077 -0.743
S: 1.538 1.277 0.524
H: 0.194 -0.979 1.486
H: -2.747 -0.632 -0.314
H: -0.208 1.024 -1.148
N: -0.699 -1.111 1.108
S: 3.744 -0.331 -0.143
C: -0.790 -0.157 0.190
H: 1.168 -0.834 -0.469
C: 2.185 -0.238 -0.031

Mulliken atomic charge list, values in e, 4 entries: atom 1 (H): 0.3076, atom 2 (N): -0.4474, atom 3 (N): -0.6407, atom 4 (S): 0.1236